(1)
Below is C32H35BrFeN4OS5Si2 as an isolated structure, with properties calculated with wB97M-V/def2-TZVPD.

```
81
Properties=species:S:1:pos:R:3:forces:R:3:lowdin_charge:R:1
Fe 0.009 -0.007 -0.231 -0.3 -0.2 0.9 0.33
Br 3.927 5.748 2.357 0.0 -0.1 0.0 0.63
C 3.202 4.082 1.756 0.2 -0.1 0.0 -0.70
C 4.038 2.945 1.690 0.0 0.2 0.0 -0.14
C 3.539 1.754 1.267 -0.3 -0.1 -0.1 0.00
C 2.157 1.588 0.874 0.1 0.3 0.1 -0.35
O 1.762 0.460 0.489 0.3 -0.1 -0.1 -0.07
C 1.336 2.773 0.962 -0.1 -0.1 0.1 -0.16
C -0.053 2.793 0.619 0.4 0.3 0.1 -0.14
N -0.733 1.779 0.228 -0.7 -0.2 -0.3 -0.02
C -2.059 1.953 -0.263 0.5 -0.5 0.1 -0.22
C -2.826 3.075 -0.202 -0.4 0.4 0.1 -0.02
C -4.146 3.079 -0.718 0.2 0.2 0.1 -0.08
C -4.691 1.963 -1.275 0.0 -0.2 -0.1 -0.05
C -3.921 0.774 -1.352 -0.1 0.0 0.0 -0.15
C -4.404 -0.445 -1.892 -0.1 0.2 0.0 -0.03
C -3.596 -1.534 -1.905 0.3 -0.2 0.1 -0.04
C -2.271 -1.430 -1.403 -0.2 -0.3 -0.1 -0.08
N -1.796 -0.320 -0.920 -0.3 0.6 0.0 0.06
C -2.611 0.784 -0.864 0.3 -0.1 0.1 -0.15
C 1.892 3.993 1.401 0.0 0.0 0.0 -0.12
H 5.081 3.032 1.970 0.0 0.0 0.0 0.09
H 4.169 0.875 1.204 0.0 0.0 0.0 0.11
H -0.527 3.777 0.668 0.1 0.0 0.0 0.12
H -2.446 3.977 0.258 0.0 0.0 0.0 0.10
H -4.727 3.991 -0.664 0.0 0.0 0.0 0.10
H -5.702 1.970 -1.664 0.0 0.0 0.0 0.10
H -5.414 -0.490 -2.286 0.0 0.0 0.0 0.11
H -3.937 -2.481 -2.301 0.0 0.0 0.0 0.10
H -1.574 -2.261 -1.404 0.0 0.0 0.0 0.11
H 1.253 4.868 1.459 0.0 0.0 0.0 0.10
C 0.284 -1.770 -3.704 0.0 0.2 -0.2 -0.21
Si 1.510 -1.919 -2.279 0.0 -0.4 0.2 0.36
C 3.021 -0.810 -2.395 0.0 0.2 -0.1 -0.20
C 2.313 -3.585 -2.749 0.0 -0.1 0.0 -0.22
N 0.690 -1.786 -0.788 0.1 -0.7 0.2 -0.14
C 0.654 -2.701 0.262 -0.1 0.4 -0.3 -0.29
C 1.104 -4.026 0.184 0.0 -0.1 0.0 -0.08
C 1.076 -4.915 1.261 0.0 0.1 -0.1 -0.17
C 0.568 -4.482 2.465 0.0 0.1 0.0 -0.17
C 0.074 -3.177 2.560 0.0 0.0 0.1 -0.08
C 0.067 -2.263 1.500 -0.3 0.4 0.0 -0.28
N -0.490 -0.968 1.543 0.6 -0.6 -0.2 -0.10
Si -1.202 -0.240 2.904 0.0 0.0 -0.1 0.40
C -2.997 0.271 2.612 -0.1 0.1 0.0 -0.17
C -1.437 -1.241 4.499 0.0 -0.1 0.2 -0.22
C -0.305 1.285 3.574 0.1 0.2 -0.1 -0.17
H 0.799 -1.721 -4.669 0.0 0.0 0.0 0.01
H -0.379 -0.904 -3.627 0.0 0.0 0.0 -0.01
H -0.324 -2.683 -3.703 0.0 0.0 0.0 0.02
H 3.407 -0.757 -3.420 0.0 0.0 0.1 0.01
H 3.793 -1.260 -1.762 0.0 0.0 0.0 0.03
H 2.831 0.204 -2.040 0.0 0.0 0.0 -0.02
H 2.771 -3.445 -3.736 0.0 0.0 0.0 0.02
H 1.591 -4.405 -2.831 0.1 0.0 0.0 0.02
H 3.101 -3.890 -2.055 0.0 0.0 0.0 0.02
H 1.498 -4.374 -0.755 0.0 0.0 0.0 0.04
H 1.451 -5.927 1.141 0.0 0.0 0.0 0.07
H 0.539 -5.137 3.331 0.0 0.0 0.0 0.07
H -0.326 -2.868 3.510 0.1 -0.1 -0.1 0.03
H -3.586 -0.617 2.355 0.0 0.0 0.0 0.03
H -3.131 1.000 1.816 0.0 0.1 -0.1 0.00
H -3.417 0.706 3.527 0.0 0.0 0.0 0.02
H -2.005 -2.162 4.351 0.0 0.1 0.0 0.02
H -2.003 -0.597 5.183 0.0 0.0 0.0 0.02
H -0.491 -1.495 4.986 0.0 0.0 0.0 0.03
H -0.650 2.216 3.116 0.0 0.0 0.0 0.01
H 0.771 1.212 3.393 0.0 0.0 0.0 0.03
H -0.467 1.367 4.654 0.0 0.0 0.0 0.02
C 1.088 4.920 -2.159 0.0 0.1 0.1 -0.41
S -0.107 4.719 -3.506 0.0 0.0 0.1 0.77
C 0.639 3.396 -4.369 -0.1 -0.1 0.0 -1.04
C 0.840 2.133 -3.879 0.2 0.1 -0.1 -1.05
S 0.439 1.617 -2.307 -0.2 0.2 -0.3 0.74
S 1.702 1.112 -5.031 0.0 -0.3 0.1 0.92
C 1.897 2.211 -6.330 0.0 0.0 0.0 -1.55
S 2.625 1.827 -7.778 0.0 0.0 -0.1 0.40
S 1.250 3.738 -5.963 0.0 0.3 -0.1 0.87
H 0.726 5.726 -1.518 0.0 0.0 0.0 0.03
H 2.068 5.184 -2.554 0.0 0.0 0.0 0.04
H 1.143 3.991 -1.589 0.0 0.1 -0.1 -0.03
```
Positions in Å, forces in eV/Å.

Energy in Eh: -7942.53880
Charge: -2
Orbital gap (spin up / spin down) in eV: 4.547 / 4.544

=====

(2)
Below is C32H35Cl2HfN5O5PS2 as an isolated structure, with properties calculated with wB97M-V/def2-TZVPD.

```
83
Properties=species:S:1:pos:R:3:forces:R:3:lowdin_charge:R:1
Hf 0.589 -0.846 -0.498 0.1 -0.1 -0.2 1.63
Cl 7.222 -2.736 -1.728 0.0 0.0 0.0 0.70
C 5.549 -2.833 -1.323 0.0 0.0 0.0 -0.68
C 4.724 -1.766 -1.662 0.0 0.0 0.0 -0.03
C 3.378 -1.820 -1.340 0.0 -0.1 0.0 -0.22
N 2.402 -0.851 -1.652 -0.1 0.0 0.0 -0.06
C 2.575 0.055 -2.651 -0.1 0.0 0.0 -0.45
O 3.608 0.464 -3.137 0.0 0.0 0.0 0.10
C 1.242 0.476 -3.235 0.1 0.0 0.0 -0.17
C 1.203 1.294 -4.346 0.0 0.0 0.0 0.03
C -0.017 1.505 -4.968 0.0 0.0 0.0 -0.01
C -1.150 0.900 -4.444 0.0 0.0 0.0 -0.04
C -1.033 0.149 -3.290 0.0 0.0 0.0 -0.15
N 0.141 -0.065 -2.687 0.0 0.1 0.1 -0.01
C 2.850 -2.939 -0.669 0.0 0.0 -0.1 -0.22
C 3.680 -3.997 -0.336 0.0 0.0 0.0 -0.03
C 5.030 -3.939 -0.667 0.0 0.0 0.0 -0.68
Cl 6.037 -5.269 -0.230 0.0 0.0 0.0 0.70
N 1.462 -2.836 -0.414 -0.1 0.2 0.0 -0.03
C 0.739 -3.882 0.061 0.0 0.0 0.0 -0.45
O 1.125 -4.943 0.506 0.0 0.0 0.0 0.10
C -0.750 -3.640 -0.064 0.0 -0.1 0.1 -0.18
C -1.626 -4.656 0.268 0.0 0.0 0.0 0.03
C -2.981 -4.461 0.063 0.0 0.0 0.0 -0.01
C -3.410 -3.253 -0.466 0.0 0.0 0.0 -0.02
C -2.475 -2.274 -0.736 0.0 0.0 0.0 -0.16
N -1.160 -2.450 -0.534 0.0 0.0 0.0 -0.02
H 5.133 -0.912 -2.176 0.0 0.0 0.0 0.10
H 2.132 1.706 -4.712 0.0 0.0 0.0 0.13
H -0.084 2.120 -5.855 0.0 0.0 0.0 0.12
H -2.119 1.018 -4.907 0.0 0.0 0.0 0.12
H -1.906 -0.289 -2.828 0.0 0.0 0.0 0.08
H 3.295 -4.860 0.180 0.0 0.0 0.0 0.10
H -1.214 -5.576 0.658 0.0 0.0 0.0 0.13
H -3.692 -5.241 0.302 0.0 0.0 0.0 0.12
H -4.455 -3.058 -0.660 0.0 0.0 0.0 0.12
H -2.788 -1.308 -1.106 0.0 0.0 0.0 0.04
O 1.574 0.901 0.325 0.0 0.0 0.0 -0.32
C 2.967 1.189 0.636 -0.1 0.0 0.0 -0.16
C 3.337 0.561 1.965 0.0 0.0 0.0 -0.13
C 2.878 -0.904 2.058 0.0 0.0 0.0 -0.11
C 1.499 -1.081 2.642 0.0 0.0 0.0 -0.25
C 1.373 -1.138 4.024 0.0 0.0 0.0 0.00
C 0.131 -1.296 4.607 0.0 0.0 0.0 -0.02
C -0.977 -1.404 3.782 0.0 0.0 0.0 -0.03
C -0.788 -1.330 2.421 -0.1 0.0 0.0 -0.16
N 0.416 -1.170 1.843 0.1 0.0 0.2 -0.01
H 1.020 1.395 1.022 0.0 0.0 0.0 -0.08
H 3.073 2.273 0.649 0.0 0.0 0.0 0.14
H 3.552 0.780 -0.185 0.0 0.0 0.0 0.11
H 2.914 1.142 2.787 0.0 0.0 0.0 0.11
H 4.423 0.611 2.062 0.0 0.0 0.0 0.13
H 3.569 -1.459 2.693 0.0 0.0 0.0 0.13
H 2.954 -1.378 1.079 0.0 0.0 0.0 0.08
H 2.265 -1.064 4.632 0.0 0.0 0.0 0.13
H 0.029 -1.341 5.683 0.0 0.0 0.0 0.12
H -1.972 -1.531 4.180 0.0 0.0 0.0 0.12
H -1.635 -1.376 1.752 0.0 0.0 0.0 0.07
C -3.456 1.635 2.958 0.0 0.0 0.0 -0.08
C -3.811 2.637 1.878 0.0 -0.1 0.0 -0.42
C -4.823 2.108 0.883 0.0 0.0 0.0 -0.05
O -2.648 3.118 1.135 0.0 0.1 0.0 -0.30
P -1.241 2.472 0.850 0.0 0.0 0.1 -0.04
S -0.081 2.273 2.419 0.0 0.0 0.0 0.43
S -1.603 0.703 -0.123 0.0 -0.1 -0.1 0.40
O -0.570 3.498 -0.134 0.0 0.0 0.0 -0.29
C -1.154 4.367 -1.158 0.0 0.0 0.0 -0.41
C -1.673 5.635 -0.512 0.0 0.0 0.0 -0.04
C -2.185 3.651 -2.004 0.0 0.0 0.0 -0.05
H -4.370 1.372 3.492 0.0 0.0 0.0 0.09
H -2.744 2.048 3.670 0.0 0.0 0.0 0.06
H -3.035 0.725 2.526 0.0 0.0 0.0 0.05
H -4.192 3.547 2.342 0.0 0.0 0.0 0.15
H -4.452 1.206 0.396 0.0 0.0 0.0 0.06
H -5.040 2.856 0.121 0.0 0.0 0.0 0.08
H -5.752 1.870 1.402 0.0 0.0 0.0 0.09
H -0.284 4.604 -1.770 0.0 0.0 0.0 0.14
H -2.553 5.431 0.096 0.0 0.0 0.0 0.08
H -1.946 6.348 -1.290 0.0 0.0 0.0 0.09
H -0.907 6.086 0.117 0.0 0.0 0.0 0.09
H -3.069 3.397 -1.420 0.0 0.0 0.0 0.07
H -1.774 2.738 -2.432 0.0 0.0 0.0 0.05
H -2.489 4.311 -2.817 0.0 0.0 0.0 0.10
```
Positions in Å, forces in eV/Å.

ΔE to the lowest compared entry with this formula, charge and spin in kJ/mol: 0.0
Energy in Eh: -3996.69385
Charge: +1
Orbital gap in eV: 6.842

=====

The lowest energy belongs to which entry? C32H35BrFeN4OS5Si2